1.
{"formula": "C39H36Cl2KN4O3Se2Si", "method": "ωB97M-V/def2-TZVPD", "total_charge": -1, "homo_ev": -3.9, "gap_ev": 6.0, "multiplicity": 1, "species": ["K", "Se", "Se", "C", "C", "C", "C", "C", "N", "C", "C", "C", "C", "C", "N", "H", "H", "H", "H", "H", "H", "H", "H", "C", "Si", "C", "C", "N", "C", "C", "C", "C", "C", "C", "O", "C", "C", "C", "C", "C", "C", "H", "H", "H", "H", "H", "H", "H", "H", "H", "H", "H", "H", "H", "H", "H", "H", "H", "H", "Cl", "C", "C", "C", "C", "C", "Cl", "C", "N", "C", "C", "C", "C", "C", "C", "C", "C", "O", "O", "H", "H", "H", "H", "H", "H", "H", "H", "H", "H"], "coordinates": [[-0.34928, 0.20488, -0.15963], [2.60722, 0.06715, -1.23948], [4.37506, -0.56539, 0.17750], [3.68895, 0.32995, 1.76717], [4.50462, 0.34212, 2.89762], [4.04926, 0.99711, 4.02512], [2.81378, 1.63152, 3.99867], [2.08488, 1.56597, 2.82610], [2.50838, 0.92108, 1.72901], [1.93692, -1.69982, -1.71657], [2.75964, -2.76216, -2.07539], [2.17256, -3.95844, -2.44305], [0.78944, -4.05856, -2.47185], [0.05036, -2.94830, -2.11335], [0.60611, -1.78908, -1.72839], [5.46958, -0.14972, 2.88590], [4.65839, 1.01788, 4.92196], [2.42254, 2.15661, 4.85997], [1.11131, 2.04029, 2.75811], [3.83337, -2.64899, -2.06165], [2.79272, -4.80520, -2.71457], [0.29341, -4.97789, -2.75267], [-1.03361, -2.98176, -2.09496], [-0.72656, -3.08658, 3.93731], [-0.47509, -2.85347, 2.09530], [-0.66728, -4.54321, 1.32201], [1.33147, -2.40930, 1.92841], [-1.39786, -1.62754, 1.39019], [-2.73923, -1.46142, 1.49988], [-3.64663, -2.37941, 2.11616], [-5.00959, -2.15187, 2.26622], [-5.59058, -0.98315, 1.79217], [-4.76817, -0.06930, 1.13164], [-3.41704, -0.30651, 0.98397], [-2.62685, 0.59764, 0.22679], [-2.97985, 1.93917, 0.26519], [-2.52336, 2.72611, 1.30653], [-2.83119, 4.08137, 1.31591], [-3.59011, 4.63003, 0.28837], [-4.04320, 3.81675, -0.74498], [-3.73712, 2.46298, -0.76241], [-0.10330, -3.91466, 4.30238], [-1.76709, -3.29162, 4.21708], [-0.42241, -2.16981, 4.46218], [0.11010, -5.21992, 1.70021], [-0.56676, -4.47825, 0.23196], [-1.64727, -4.98919, 1.54001], [1.96618, -3.20766, 2.34104], [1.55167, -1.48289, 2.47527], [1.63662, -2.25468, 0.88551], [-3.23264, -3.31221, 2.49127], [-5.61956, -2.90155, 2.76185], [-6.64900, -0.78439, 1.90754], [-5.19709, 0.83838, 0.72530], [-1.93705, 2.26635, 2.09410], [-2.46401, 4.70854, 2.12022], [-3.81892, 5.68873, 0.28848], [-4.62182, 4.23656, -1.55600], [-4.06394, 1.81193, -1.56473], [-5.43721, 3.08238, -4.46061], [-4.01819, 4.03280, -4.85857], [-4.03295, 5.37474, -4.53404], [-2.90837, 6.14479, -4.77137], [-1.80796, 5.55182, -5.36623], [-1.82569, 4.21925, -5.73466], [-0.43974, 3.61710, -6.59925], [-2.92227, 3.39483, -5.46140], [-2.98900, 2.04786, -5.78722], [-1.88823, 1.11677, -5.75369], [-1.60700, 0.44936, -6.93966], [-0.55363, -0.44478, -7.01539], [0.23772, -0.65189, -5.89056], [-0.05617, 0.00363, -4.70341], [-1.14038, 0.87896, -4.59503], [-1.49657, 1.46971, -3.23400], [-0.31848, 2.21699, -2.58344], [-0.26392, 3.44380, -2.74498], [0.47683, 1.47394, -1.91586], [-4.91890, 5.79254, -4.07260], [-2.88702, 7.18925, -4.48706], [-0.90735, 6.11813, -5.56215], [-3.89307, 1.62988, -5.65845], [-2.20851, 0.67897, -7.81150], [-0.33944, -0.95580, -7.94765], [1.08103, -1.33360, -5.93334], [0.54416, -0.16801, -3.81704], [-1.80284, 0.64211, -2.58077], [-2.31298, 2.17281, -3.30126]], "mulliken_charge": [0.92, 0.40, -0.20, 0.55, -0.85, -0.26, -0.80, -0.12, -0.02, -0.15, -0.64, -0.43, -0.73, -0.72, 0.67, 0.33, 0.38, 0.40, 0.35, 0.41, 0.42, 0.47, 0.45, -1.13, -0.26, -0.89, -0.25, 0.64, 0.20, -0.20, -0.99, -0.87, -0.69, -0.06, 0.47, -0.43, 0.15, -0.75, -0.61, -0.68, 0.07, 0.32, 0.33, 0.26, 0.31, 0.13, 0.31, 0.44, -0.04, -0.17, 0.18, 0.38, 0.38, 0.38, 0.55, 0.38, 0.40, 0.34, 0.63, -0.23, 0.70, -0.58, -0.53, -0.60, 0.75, -0.23, -0.62, 0.00, -0.22, -0.49, -0.53, -0.85, -0.49, -0.25, 1.74, -0.02, -0.77, -0.46, 0.41, 0.36, 0.39, 0.32, 0.43, 0.36, 0.46, 0.54, -0.15, -0.52]}

2.
{"formula": "C39H36ClMgN3Si2", "method": "ωB97M-V/def2-TZVPD", "homo_ev": [-7.0, -6.2], "gap_ev": [6.4, 4.4], "multiplicity": 1, "species": ["C", "C", "C", "H", "C", "C", "H", "H", "H", "H", "Mg", "Si", "C", "C", "H", "C", "H", "C", "H", "C", "H", "C", "H", "C", "C", "H", "C", "H", "C", "H", "C", "H", "C", "H", "H", "Si", "C", "C", "H", "C", "H", "C", "H", "C", "H", "C", "H", "C", "C", "H", "C", "H", "C", "H", "C", "H", "C", "H", "H", "Cl", "N", "C", "C", "C", "C", "C", "N", "C", "C", "C", "C", "C", "N", "H", "H", "H", "H", "H", "H", "H", "H", "H"], "coordinates": [[-1.54151, -1.56767, 0.66303], [-1.80782, -1.01423, -0.60562], [-1.47906, -1.97227, -1.58685], [-2.22336, -0.00891, -0.79565], [-0.99914, -3.12810, -0.92329], [-1.03186, -2.87091, 0.46245], [-0.71883, -3.56714, 1.26137], [-1.72255, -1.09150, 1.63233], [-1.57319, -1.86085, -2.67887], [-0.66559, -4.04938, -1.41320], [2.14132, -0.05439, -2.11678], [1.74579, 4.34601, -4.51510], [0.61886, 4.94996, -5.80597], [0.90112, 4.82973, -7.16144], [1.84556, 4.44644, -7.51477], [-0.10378, 5.16481, -8.12628], [0.12227, 5.07006, -9.19487], [-1.36718, 5.56831, -7.68606], [-2.15489, 5.78842, -8.42246], [-1.64517, 5.69469, -6.32730], [-2.63865, 5.99578, -5.96943], [-0.61408, 5.41881, -5.36656], [-0.83290, 5.54840, -4.31897], [1.38888, 2.58361, -4.19633], [0.10974, 2.39924, -3.61591], [-0.50025, 3.31647, -3.46190], [-0.42862, 1.10513, -3.26774], [-1.56625, 1.02953, -3.31740], [0.38404, 0.03036, -2.86193], [0.14480, -0.99751, -2.44138], [2.53381, 0.41400, -4.06922], [3.27661, -0.41094, -4.13964], [2.37364, 1.65290, -4.62266], [3.03909, 1.99905, -5.51967], [1.82735, 5.13825, -3.32159], [0.94276, -0.20874, -4.50470], [0.83813, -2.02140, -5.05183], [-0.40942, -2.57224, -5.33528], [-1.31750, -1.97183, -5.23504], [-0.46883, -3.87952, -5.78356], [-1.42993, -4.34790, -5.96161], [0.70136, -4.62817, -6.00230], [0.64868, -5.65867, -6.31548], [1.93814, -3.99935, -5.79724], [2.85120, -4.56133, -5.95974], [2.02391, -2.68886, -5.36817], [2.99997, -2.19230, -5.28078], [0.21975, 0.51233, -6.05115], [-1.08918, 1.03311, -6.18653], [-1.82002, 1.03554, -5.37102], [-1.54688, 1.63934, -7.40972], [-2.53448, 2.07233, -7.41814], [-0.72014, 1.68726, -8.51700], [-1.05882, 2.17540, -9.41680], [0.55354, 1.16118, -8.42898], [1.24368, 1.21554, -9.26853], [1.01232, 0.56326, -7.21274], [2.03223, 0.14621, -7.23726], [3.03601, 4.29949, -5.10482], [4.13182, 1.13197, -1.54231], [2.52010, -0.95139, 1.14103], [1.58683, 0.09428, 1.07063], [1.00557, 0.53223, 2.27859], [-0.05006, 1.40624, 2.23224], [-0.41883, 1.93960, 0.99553], [0.30690, 1.55236, -0.12990], [1.22168, 0.56852, -0.12774], [2.46335, -2.06283, 0.29399], [2.49007, -3.32804, 0.89898], [2.29072, -4.43806, 0.08041], [2.21873, -4.24511, -1.30808], [2.25648, -2.97114, -1.82208], [2.32854, -1.86784, -1.03666], [2.74932, -1.18963, 2.08797], [1.37277, 0.05356, 3.19452], [-0.59112, 1.69367, 3.14879], [-1.24347, 2.64220, 0.88382], [0.13632, 2.06090, -1.09489], [2.57883, -3.37680, 1.98632], [2.18933, -5.42238, 0.52060], [2.11104, -5.09704, -1.99243], [2.25230, -2.79534, -2.91736]], "mulliken_charge": [-0.52, -0.75, 0.29, 0.47, -0.70, -0.64, 0.45, 0.53, 0.58, 0.54, 0.70, 0.14, 0.47, -0.24, 0.40, -0.56, 0.41, -0.47, 0.35, -0.70, 0.39, -0.39, 0.41, 2.01, -0.80, 0.13, -1.21, 0.14, 3.53, -2.31, -1.08, 0.80, -0.79, 0.04, -0.20, -0.34, 1.29, -0.40, 0.37, -0.80, 0.41, -0.75, 0.43, -0.75, 0.44, -0.55, 0.34, 1.40, -0.37, 0.22, -0.76, 0.45, -0.47, 0.47, -0.95, 0.39, -0.64, 0.37, -0.22, -0.61, -0.01, 0.46, -0.95, -0.65, -0.70, -0.24, 0.20, 0.56, -1.01, -0.59, -0.65, -0.05, -0.05, 0.36, 0.34, 0.38, 0.46, 0.25, 0.39, 0.41, 0.49, 0.20]}

3.
{"formula": "C39H36ClN3Si2Ti", "method": "ωB97M-V/def2-TZVPD", "homo_ev": [-4.9, -5.8], "gap_ev": [5.0, 5.9], "s_squared": 2.049, "multiplicity": 3, "species": ["C", "C", "C", "H", "C", "C", "H", "H", "H", "H", "Ti", "Si", "C", "C", "H", "C", "H", "C", "H", "C", "H", "C", "H", "C", "C", "H", "C", "H", "C", "H", "C", "H", "C", "H", "H", "Si", "C", "C", "H", "C", "H", "C", "H", "C", "H", "C", "H", "C", "C", "H", "C", "H", "C", "H", "C", "H", "C", "H", "H", "Cl", "N", "C", "C", "C", "C", "C", "N", "C", "C", "C", "C", "C", "N", "H", "H", "H", "H", "H", "H", "H", "H", "H"], "coordinates": [[1.03187, 1.01328, -1.28262], [1.35054, -0.37442, -1.26077], [0.84708, -0.96165, -2.44166], [1.97259, -0.87069, -0.51594], [0.21546, 0.06367, -3.22565], [0.36458, 1.30063, -2.52169], [0.13617, 2.29249, -2.90723], [1.41215, 1.74319, -0.57288], [1.04106, -1.98485, -2.75327], [-0.18161, -0.04120, -4.23094], [-1.11329, -0.03003, -1.31449], [-3.40405, -3.98430, 0.77093], [-2.65259, -5.67404, 0.74947], [-3.48650, -6.79134, 0.61894], [-4.56973, -6.65199, 0.62667], [-2.92673, -8.05835, 0.45307], [-3.57619, -8.91517, 0.28888], [-1.53919, -8.23257, 0.48160], [-1.10511, -9.22295, 0.35585], [-0.70672, -7.12453, 0.66990], [0.37893, -7.24396, 0.70640], [-1.25922, -5.84187, 0.80669], [-0.60904, -4.96959, 0.96217], [-3.08108, -3.18402, -0.89087], [-1.84032, -3.17934, -1.52512], [-1.04272, -3.86229, -1.21700], [-1.64464, -2.39244, -2.71879], [-0.76940, -2.54930, -3.35383], [-2.46426, -1.16087, -2.81416], [-2.26006, -0.38524, -3.56637], [-3.86174, -1.44643, -2.47475], [-4.65520, -0.75207, -2.74407], [-4.13551, -2.59659, -1.67644], [-5.17651, -2.87903, -1.47836], [-2.69139, -3.19016, 1.79488], [-3.23513, -2.87788, -3.49618], [-3.87730, -2.68102, -5.30492], [-3.56699, -3.61304, -6.30951], [-2.80396, -4.38081, -6.13825], [-4.25237, -3.59608, -7.53370], [-4.02674, -4.34172, -8.29810], [-5.23299, -2.62306, -7.77879], [-5.77453, -2.61342, -8.73098], [-5.49466, -1.65293, -6.80388], [-6.23736, -0.87855, -6.99790], [-4.80867, -1.66966, -5.58053], [-5.01966, -0.88757, -4.84710], [-3.43260, -4.82609, -3.47112], [-2.34724, -5.69866, -3.44818], [-1.33334, -5.35299, -3.65497], [-2.54301, -7.04986, -3.13251], [-1.68773, -7.71890, -3.05345], [-3.82596, -7.53712, -2.88152], [-3.96930, -8.57574, -2.57329], [-4.92099, -6.68214, -3.00447], [-5.92831, -7.06106, -2.82685], [-4.72641, -5.33203, -3.32131], [-5.60551, -4.69234, -3.43480], [-4.75609, -4.07964, 1.11550], [-3.21049, -0.00680, -0.20095], [0.06752, 1.80338, 1.40513], [-0.77374, 2.61418, 0.61438], [-0.94743, 3.94413, 1.02939], [-1.73608, 4.78638, 0.25616], [-2.31678, 4.25806, -0.91002], [-2.06777, 2.94197, -1.26731], [-1.30304, 2.12076, -0.50649], [-0.09852, 0.43941, 1.69692], [0.16015, 0.02914, 3.00892], [0.12205, -1.32515, 3.30530], [-0.10504, -2.23614, 2.26013], [-0.29862, -1.75459, 0.98381], [-0.41134, -0.42963, 0.72754], [0.44401, 2.30539, 2.20631], [-0.43417, 4.24958, 1.94303], [-1.87424, 5.82973, 0.53205], [-2.94089, 4.86765, -1.56163], [-2.49189, 2.48766, -2.16935], [0.37029, 0.80831, 3.73772], [0.27967, -1.68288, 4.31804], [-0.15443, -3.31309, 2.42654], [-0.37111, -2.42607, 0.12134]], "mulliken_charge": [-0.50, -0.74, -0.24, 0.50, -0.92, -0.48, 0.58, 0.74, 0.60, 0.57, -0.41, -0.01, 0.69, -0.49, 0.35, -0.44, 0.43, -0.61, 0.37, -0.74, 0.41, -0.08, 0.13, 1.48, -1.70, 0.88, 0.17, 1.24, -0.64, 0.39, -0.66, 0.88, -1.26, 0.58, -0.09, -0.39, 0.47, -0.38, 0.33, -0.66, 0.38, -0.47, 0.36, -0.73, 0.38, -0.25, 0.20, 0.23, -0.10, 0.35, -0.56, 0.42, -0.42, 0.40, -0.86, 0.39, -0.32, 0.35, -0.31, -0.51, 0.07, 0.50, -0.91, -0.56, -0.93, -0.24, 0.41, 0.53, -0.98, -0.80, -0.83, -0.22, 0.86, 0.29, 0.37, 0.40, 0.41, 0.39, 0.38, 0.43, 0.40, 0.76]}

Calculated largest force on an atom, 0.03075; 0.09787; 0.11091 hartree/bohr (same order as the records).
Calculated energy above the lowest of the compared OMol25 structures with the same formula, charge and spin, 25.9; 109.9; 93.2 kcal per mole (same order as the records).